1.
18
Properties=species:S:1:pos:R:3:forces:R:3:lowdin_charge:R:1 method="wB97M-V/def2-TZVPD" multiplicity=1 orbital_gap_ev=9.828 e_tot_ha=-344.0736 relative_energy_kcal_mol=39.58 smiles="C=C(N)C#N.C=CC"
C 1.28003 -0.82783 0.72753 0.022 -0.040 -0.028 -0.254
C -1.73672 1.13957 0.13342 0.059 0.125 -0.056 0.049
C 0.45865 -1.18209 1.91982 0.121 -0.087 -0.011 -0.115
C 1.37255 -1.57492 -0.36114 0.024 -0.015 -0.114 -0.039
C -0.95003 1.32402 -0.93211 -0.611 -0.748 0.354 -0.446
N -0.76945 0.41200 -1.95623 0.031 0.103 -0.321 0.101
C -0.27844 2.56658 -1.09067 0.243 0.463 -0.051 -0.192
N 0.27446 3.56384 -1.20498 0.182 0.268 -0.066 0.167
H 1.84230 0.09747 0.79925 0.066 0.020 -0.080 0.098
H 0.09370 0.49523 -2.47293 -0.101 -0.106 0.111 0.095
H -1.90231 1.92474 0.85079 0.083 0.102 0.014 0.068
H -2.25815 0.20950 0.28411 -0.057 -0.192 -0.024 0.066
H -0.19140 -0.35960 2.19623 -0.151 0.147 0.099 0.057
H 1.11304 -1.38496 2.76873 -0.045 -0.023 0.096 0.075
H -0.14700 -2.06407 1.72474 -0.056 -0.086 0.053 0.072
H 0.82049 -2.50260 -0.46351 -0.016 -0.040 0.076 0.057
H -1.02419 -0.53601 -1.72832 0.130 0.034 -0.011 0.090
H 2.00252 -1.30087 -1.19477 0.076 0.075 -0.042 0.049



2.
18
Properties=species:S:1:pos:R:3:forces:R:3:lowdin_charge:R:1 method="wB97M-V/def2-TZVPD" multiplicity=1 orbital_gap_ev=10.330 e_tot_ha=-343.9250 relative_energy_kcal_mol=132.86
C -1.75641 -0.50479 1.49006 -1.348 0.462 8.706 -0.069
C -0.89742 -0.75369 0.49568 6.684 0.552 2.131 -0.589
C -0.27061 -0.72090 -1.65907 0.020 -2.434 -1.520 -0.155
C 0.95203 -0.40429 -0.84187 1.971 -3.073 1.826 -0.274
C 1.38120 0.98832 -0.62936 3.915 -0.380 0.314 -0.223
C 0.84528 0.96863 0.76662 -1.208 3.641 2.094 -0.192
H -2.79976 -0.72940 1.23167 0.445 0.474 0.419 0.095
H -1.47417 0.59882 1.80064 -1.338 -1.986 -0.220 0.115
H -1.33225 -1.17396 2.46767 -1.631 1.779 -2.260 0.159
H -0.60962 -0.05392 -2.49272 0.581 0.213 1.128 0.115
H -0.11729 -1.72097 -2.32913 -0.559 1.795 2.058 0.150
H 1.81862 -1.13803 -0.83331 -1.076 0.907 -1.231 0.146
H 2.53097 0.92983 -0.70225 -1.610 0.769 0.276 0.134
H 1.02925 1.72395 -1.29813 -0.488 0.893 -0.647 0.092
H 1.58109 1.80025 1.72994 -2.199 -3.246 -2.641 0.196
H -0.19179 1.59207 0.66123 2.179 -1.602 0.863 0.123
N -1.29084 -0.79933 -0.61825 -2.561 -1.303 -8.285 0.109
N 0.60173 -0.60261 0.76056 -1.777 2.538 -3.011 0.069



3.
18
Properties=species:S:1:pos:R:3:forces:R:3:lowdin_charge:R:1 method="wB97M-V/def2-TZVPD" multiplicity=1 orbital_gap_ev=10.241 e_tot_ha=-344.0238 relative_energy_kcal_mol=70.84
C 0.25809 0.78261 -0.54537 -1.789 -0.448 -0.809 -0.357
C 1.66571 0.83561 -0.81204 1.655 -0.424 -2.094 -0.224
C -1.70945 0.71687 -0.21845 1.653 0.429 2.381 -0.121
C -0.52886 -0.29928 0.11860 -0.432 -0.782 1.360 -0.432
C -0.55906 -1.71885 -0.58628 -0.651 2.454 -0.083 -0.005
C -0.12661 -0.29827 1.63226 0.295 1.576 -0.415 -0.040
N -0.70313 1.55993 -0.86882 0.655 0.985 -0.960 0.135
N 2.38989 1.66903 -0.22785 3.097 0.895 1.418 0.102
H 1.99048 0.13696 -1.64519 0.003 0.357 1.008 0.133
H -2.39584 0.21877 -0.84183 -1.388 0.122 -0.767 0.083
H -2.08507 1.37327 0.64634 -0.134 -1.556 -1.118 0.140
H -0.61309 -2.46755 0.16771 -0.290 -0.801 0.348 0.058
H 0.37028 -1.80024 -1.11692 0.458 -0.428 -0.348 0.057
H -1.39513 -1.75422 -1.32517 0.621 -0.231 0.649 0.089
H -1.01743 -0.27508 2.29127 0.540 -0.397 -0.309 0.076
H 0.37302 0.74879 1.73560 -0.564 -1.916 0.485 0.109
H 0.58417 -1.11205 1.90266 -0.488 0.674 -0.117 0.082
H 3.50202 1.68368 -0.30652 -3.241 -0.509 -0.629 0.115